Formula: C14H34ClNbO4P
Source: the Open Molecules 2025 dataset
Level of theory: ωB97M-V with the def2-TZVPD basis set

Total charge: -1
Energy relative to the best compared isomer or geometry (same formula, charge and spin), kcal per mole: 0.0
LUMO level, eV: 2.530
Kohn-Sham gap, eV: 6.61
Highest occupied orbital energy, eV: -4.08
Total energy, eV: -46615.4246

Geometry as XYZ:
```
55
Properties=species:S:1:pos:R:3:forces:R:3:nbo_charge:R:1
C 5.3521 -3.7188 -4.7060 0.004 0.003 0.049 -0.25
O 5.3700 -2.4436 -4.0987 -0.035 -0.029 -0.029 -0.55
H -1.0822 -2.1991 4.1732 0.217 -0.014 -0.091 0.21
H -0.8376 3.7166 5.1050 -0.011 0.027 0.003 0.20
Cl -1.6367 1.5419 0.3604 -0.206 -0.528 -0.267 -0.50
O 1.5225 4.6969 2.0795 -0.062 -0.008 0.003 -0.56
H 0.3083 6.3662 1.9067 -0.019 0.000 0.010 0.17
H 2.3968 -1.0992 -3.2853 0.009 0.014 0.030 0.20
H -4.9772 1.0496 -0.6304 0.012 -0.050 -0.139 0.24
C 0.9985 6.1688 3.9311 -0.129 0.048 0.011 -0.08
Nb -2.0123 -0.8651 -0.0761 1.360 2.185 1.534 1.32
H 3.0692 -3.2801 -0.8539 0.028 0.003 0.006 0.18
H 3.0307 -4.7660 -1.8216 -0.039 0.020 -0.018 0.19
H -5.9834 -4.1546 -0.2596 0.027 0.043 -0.034 0.18
H 6.2404 -4.2528 -4.3704 0.017 0.028 -0.007 0.18
C -5.2591 -2.4856 0.9059 -0.015 0.278 -0.156 -0.69
C -5.3260 -3.2850 -0.3932 -0.262 -0.323 0.131 -0.61
H 4.4584 -0.6652 -4.4960 -0.013 -0.008 0.008 0.18
O -0.1572 5.4824 4.3765 0.033 0.016 0.048 -0.55
H 3.6444 -2.0787 -5.1888 -0.014 -0.007 -0.010 0.17
H -4.6711 -3.0356 1.6432 -0.082 0.004 0.084 0.23
H 0.1643 4.3483 0.5429 -0.044 -0.009 0.005 0.17
C -1.1549 -1.9054 3.1504 -0.330 0.123 0.070 -0.32
C 0.4240 3.9680 1.5351 0.091 0.046 0.015 -0.26
H 4.4615 -3.7125 -1.8862 0.014 0.007 0.005 0.17
H 0.2020 -1.7382 -1.7254 0.158 0.005 0.061 0.22
H 0.7271 3.5990 4.2807 0.010 -0.004 0.024 0.19
H -2.6146 -0.3919 -1.7316 -0.242 -0.354 -0.053 -0.35
H 4.4647 -4.2889 -4.4195 -0.004 0.001 -0.019 0.18
H 3.7727 -1.3854 -2.2146 0.024 -0.004 -0.002 0.18
H 2.0419 6.6628 2.1346 -0.021 0.019 0.013 0.17
C 4.1724 -1.7045 -4.3059 0.119 0.059 0.062 -0.09
H 0.6275 4.3237 5.9090 0.026 -0.012 -0.015 0.16
C -1.4190 -1.5085 2.0296 -0.232 -0.391 -0.273 -0.47
H 0.7279 2.9299 1.4417 0.034 -0.005 -0.010 0.21
H 0.8654 7.2287 4.1753 0.006 -0.011 -0.019 0.17
C 0.1008 -1.1491 -0.8115 -0.604 -0.672 -0.332 -1.10
C -5.5266 0.1448 -0.3710 0.036 -0.086 0.383 -0.92
H -6.2688 -2.3482 1.3058 0.018 -0.030 0.098 0.20
H 0.5487 -0.1628 -0.9584 -0.189 0.116 -0.022 0.22
H -5.7761 -0.4130 -1.2724 0.000 0.080 -0.063 0.21
H -0.4529 4.0209 2.1824 -0.023 -0.005 -0.023 0.18
C 3.2548 -1.7536 -3.1051 -0.228 -0.056 -0.033 -0.09
H 0.6539 -1.6403 -0.0046 -0.051 -0.093 -0.014 0.23
H 1.8880 5.8083 4.4592 0.013 -0.014 0.005 0.17
H -5.7365 -2.7021 -1.2190 0.090 0.048 -0.007 0.20
H 5.3854 -3.6322 -5.7986 -0.030 -0.020 -0.007 0.16
H -6.4340 0.4554 0.1541 -0.090 -0.077 -0.113 0.20
C 3.3704 -3.7312 -1.8050 -0.090 0.047 0.028 -0.25
P -4.4471 -0.8164 0.7957 0.333 -0.601 -0.584 0.36
H -4.3451 -3.6618 -0.6757 0.066 0.197 -0.066 0.23
C 1.2033 6.0246 2.4376 0.135 -0.075 -0.034 -0.08
H -2.2258 -2.5777 -0.5445 0.013 0.144 -0.160 -0.28
O 2.7561 -3.0639 -2.8900 0.190 -0.056 -0.053 -0.55
C 0.1167 4.2144 4.9447 -0.016 -0.017 -0.032 -0.25
```
Positions in Å, forces in eV/Å.



Formula: C14H35B4IO5
Source: the Open Molecules 2025 dataset
Level of theory: ωB97M-V with the def2-TZVPD basis set

Energy relative to the best compared isomer or geometry (same formula, charge and spin), kcal per mole: 13.5
LUMO level, eV: 0.099
Kohn-Sham gap, eV: 9.95
Highest occupied orbital energy, eV: -9.85
SMILES: CB1OB(I)OB(CB(O)O)O1.CCCCCC.CCCCCC
Total energy, eV: -36141.4270

Geometry as XYZ:
```
59
Properties=species:S:1:pos:R:3:forces:R:3:nbo_charge:R:1
O -0.7069 3.5695 -0.4817 0.653 0.064 0.940 -0.89
H 1.6597 -4.3418 0.3131 0.013 -0.005 -0.004 0.20
I 2.2937 9.8029 -0.7556 0.075 -0.357 0.047 -0.07
H -2.0892 1.6563 0.6657 0.018 0.002 -0.011 0.22
H -1.6346 -0.5086 -0.4200 -0.022 -0.028 0.003 0.20
H -2.0826 0.0786 4.6382 0.027 -0.022 0.008 0.20
C -3.7094 -0.7875 3.5410 0.100 -0.064 0.034 -0.61
C -2.2731 0.7262 1.2089 -0.076 0.023 -0.035 -0.41
B 2.7620 5.4932 -0.8979 0.537 -1.010 0.198 1.17
C -0.8292 5.8073 -1.8307 0.141 -0.191 0.503 -1.19
O -2.6489 4.8139 -0.3377 -0.625 0.053 -0.954 -0.87
H -1.5731 -1.0025 3.3625 0.016 0.010 -0.007 0.19
O 2.7332 6.7608 -0.3369 0.233 0.227 -0.095 -0.90
H 4.2357 4.1085 -1.7246 -0.066 -0.261 -0.102 0.25
H -3.3176 0.4665 1.0136 -0.003 -0.011 0.025 0.20
H 2.1644 -8.1679 0.0755 0.023 -0.006 0.023 0.21
H -1.5761 -1.3236 1.1266 -0.023 -0.002 -0.004 0.19
H -2.0935 -4.2823 -1.7779 -0.009 0.018 -0.022 0.21
C -2.2950 -0.2185 3.6078 -0.087 0.059 0.017 -0.40
H -3.8195 -1.6304 4.2246 -0.033 0.001 0.003 0.21
H -0.6971 -4.8342 -2.6933 0.012 0.011 -0.016 0.20
H 0.6921 -6.9035 -1.4790 -0.007 0.014 -0.015 0.19
H -0.6803 -3.7561 0.1769 0.000 -0.019 0.024 0.20
H -3.1732 5.3512 -0.9607 0.153 -0.100 0.784 0.49
H 0.2175 3.7445 -0.2415 -0.259 -0.314 -0.673 0.50
H 1.7857 -6.5996 0.7748 0.015 0.012 0.010 0.20
C -1.0173 -4.1549 -1.9020 -0.038 -0.056 0.084 -0.61
H -4.4456 -0.0313 3.8210 -0.017 0.010 -0.035 0.20
H 0.4369 0.0559 1.7681 0.003 0.017 0.005 0.20
H 3.0110 -4.9170 -1.6444 0.010 -0.013 0.003 0.20
H -0.5114 -5.4426 -0.2513 0.027 -0.005 0.020 0.19
H 3.8856 3.8208 -0.0154 0.040 -0.198 0.118 0.25
H 1.4237 -3.1862 -0.9736 -0.017 0.010 -0.002 0.20
C 1.9413 -5.1471 -1.6684 -0.030 0.004 -0.043 -0.40
C 2.2964 -7.0929 -0.0533 -0.086 -0.050 -0.065 -0.61
C -2.0841 0.9944 2.7021 0.054 -0.026 0.006 -0.39
H 0.7105 -0.8401 0.2790 0.022 0.012 0.003 0.21
B 2.0702 7.6856 -1.0829 0.206 0.983 -0.048 0.92
H -1.0813 1.3949 2.8769 0.001 0.011 -0.015 0.20
O 1.2322 7.2888 -2.0711 -0.513 0.052 0.361 -0.90
B -1.3838 4.6923 -0.8434 -0.164 0.141 -0.168 1.13
H 3.3632 -6.8751 0.0274 0.001 0.029 0.025 0.20
H -3.9538 -1.1445 2.5396 -0.016 0.015 -0.009 0.20
C -1.3761 -0.3676 0.6329 0.065 0.040 -0.022 -0.40
H -1.2042 5.5610 -2.8254 0.134 -0.113 -0.253 0.29
H 0.3397 0.8846 0.2082 -0.010 0.027 0.024 0.20
O 1.6396 5.0328 -1.5575 -0.190 0.373 0.415 -0.89
H -0.8394 -3.1317 -2.2395 0.024 -0.003 -0.027 0.20
C 0.1124 -0.0465 0.7313 -0.017 -0.104 -0.022 -0.61
C 4.0199 4.5849 -0.7738 -0.002 0.610 -0.112 -1.01
H 4.8707 5.2077 -0.5184 0.221 -0.080 0.228 0.24
C -0.2864 -4.4279 -0.5906 -0.028 0.102 -0.064 -0.40
H -2.7778 1.7861 3.0012 -0.008 0.001 0.010 0.20
H 2.2588 -7.1972 -2.1954 -0.027 -0.015 -0.016 0.20
C 1.7505 -6.6399 -1.4046 0.098 0.009 0.045 -0.40
C 1.2246 -4.2228 -0.6830 0.020 -0.012 0.053 -0.40
H -1.2916 6.7585 -1.5768 -0.085 0.241 -0.110 0.26
H 1.6105 -4.9232 -2.6862 -0.006 0.015 0.002 0.20
B 0.7104 6.0172 -1.8224 -0.477 -0.133 -1.074 1.21
```
Positions in Å, forces in eV/Å.



Formula: C14H35BrNO9P2S
Source: the Open Molecules 2025 dataset
Level of theory: ωB97M-V with the def2-TZVPD basis set

Total charge: +1
LUMO level, eV: -4.703
Kohn-Sham gap, eV: 6.42
Highest occupied orbital energy, eV: -11.13
Total energy, eV: -134449.1696

Geometry as XYZ:
```
63
Properties=species:S:1:pos:R:3:forces:R:3:nbo_charge:R:1
H -7.1759 -6.7188 -2.7016 0.498 0.305 0.204 0.46
H 0.0114 -1.6021 -6.1174 0.190 -0.069 0.112 0.22
O 0.7697 -2.5002 -3.7719 1.380 -0.779 3.538 -0.96
H 1.6127 0.8217 -5.1667 -0.138 0.039 0.182 0.18
O -3.8352 -6.4952 -0.3385 1.236 -0.226 1.455 -0.43
H 4.8241 5.7360 4.6877 -0.017 0.019 0.070 0.23
H 1.3254 -0.8772 -7.0598 -0.015 0.031 0.021 0.21
C 3.0883 4.8385 5.6026 0.170 0.217 0.397 -0.08
H 1.4376 2.1438 5.4740 0.006 -0.042 0.056 0.19
H 4.9074 3.9781 4.7900 -0.011 -0.035 0.041 0.20
C 1.2502 -0.1966 -5.0119 0.032 -0.127 -0.458 -0.06
O -0.2963 -0.3138 -1.7344 2.017 -2.642 1.100 -0.70
H 3.5439 4.3645 -0.9872 -0.012 0.034 0.014 0.21
H 2.8375 3.9465 6.1841 -0.031 0.049 0.087 0.17
H -6.1225 -4.1256 -1.1044 -0.079 -1.100 -0.168 0.18
H -0.1918 1.4637 5.4576 0.052 0.010 -0.004 0.22
C 0.4469 2.2787 3.5581 -0.227 -0.058 0.072 -0.07
S -7.2619 -4.6104 -1.6869 -0.923 1.476 -0.187 0.24
N -7.1464 -6.3796 -1.7271 0.230 -0.569 0.653 -0.64
H 5.1453 4.9467 6.2471 -0.008 -0.024 -0.029 0.23
C -6.0276 -6.9920 -0.9246 0.280 -1.160 -0.653 -0.35
H -1.4260 -3.8143 -2.9895 0.008 -0.003 -0.010 0.18
C 4.5768 4.8815 5.3187 0.005 0.040 -0.164 -0.65
H 0.1949 -1.2585 0.0468 -0.037 0.037 0.070 0.16
C -2.0193 -2.9474 -2.6779 -0.028 0.047 0.068 -0.07
H -3.0125 -3.0495 -3.1202 0.070 0.212 -0.123 0.16
C 2.8694 4.5519 -0.1490 -0.169 0.039 -0.132 -0.63
O -1.4609 -1.7598 -3.2019 0.269 -0.253 0.570 -0.79
H -8.0226 -6.7245 -1.3044 0.228 0.227 -0.101 0.46
H 2.2802 3.6520 0.0315 0.179 -0.068 0.101 0.22
H -2.5917 -1.9550 -0.8405 -0.033 -0.024 -0.079 0.22
Br -4.0624 -5.5793 -2.8629 -0.809 -0.598 0.086 0.06
C 3.6488 4.9787 1.0813 -0.090 -0.099 -0.372 -0.06
H 2.4680 -0.1983 0.2256 -0.007 0.024 -0.032 0.24
H -0.5771 2.2360 3.1820 0.063 0.114 -0.087 0.18
P 0.1370 -1.4352 -2.9184 -4.131 3.736 -6.072 2.37
C 0.4265 2.2790 5.0770 0.130 -0.029 0.040 -0.64
H -2.7513 -3.7272 -0.7928 0.084 -0.019 0.036 0.19
C 0.4441 -0.3466 -0.5046 0.249 0.233 0.472 -0.08
H 0.0462 3.2259 5.4617 -0.065 -0.037 -0.071 0.22
H 2.8002 5.7077 6.1959 -0.139 -0.012 -0.155 0.20
H -6.2696 -6.9987 0.1606 0.227 0.577 -0.777 0.28
C 1.9400 -0.2580 -0.7270 0.045 0.001 -0.171 -0.65
O 2.8099 5.0149 2.2337 0.959 0.091 0.554 -0.81
H 4.5130 4.3361 1.2516 -0.111 -0.089 -0.022 0.18
H 2.1192 -0.8027 -4.7549 -0.119 -0.103 -0.002 0.19
O 3.1225 2.6820 2.2037 2.001 -1.390 3.529 -0.94
H 0.1091 0.5008 0.0957 -0.127 -0.003 -0.178 0.20
H 2.1641 5.3323 -0.4414 0.064 0.022 0.001 0.21
O 0.3233 -0.1544 -3.9273 0.543 -0.105 0.880 -0.81
O 1.0268 3.4627 3.0347 0.276 -0.503 0.697 -0.79
H -0.1231 0.0578 -6.6536 0.067 0.028 0.004 0.21
H 2.3175 -1.1392 -1.2619 -0.031 -0.032 0.047 0.20
H 4.0341 5.9894 0.9299 -0.117 0.041 0.170 0.18
P 2.6531 3.7032 3.2210 -5.146 4.308 -6.463 2.33
C -4.6154 -6.4036 -1.1931 -0.999 0.110 -0.611 0.46
C 0.5827 -0.6880 -6.2825 -0.189 0.034 -0.119 -0.63
C -2.1447 -2.8965 -1.1629 0.066 -0.002 0.038 -0.64
O 2.3007 4.8654 4.4049 2.204 -2.655 1.654 -0.68
H 0.9769 1.3989 3.1777 0.009 -0.001 -0.016 0.17
H -1.1600 -2.9709 -0.6945 -0.031 -0.063 0.064 0.20
H 2.1885 0.6169 -1.3288 -0.019 0.039 0.098 0.23
H -5.9797 -8.0719 -1.2127 0.019 0.776 0.076 0.27
```
Positions in Å, forces in eV/Å.



Formula: C14H35FIn
Source: the Open Molecules 2025 dataset
Level of theory: ωB97M-V with the def2-TZVPD basis set

Total charge: -1
LUMO level, eV: 3.045
Kohn-Sham gap, eV: 7.68
Highest occupied orbital energy, eV: -4.63
Total energy, eV: -22976.3440

Geometry as XYZ:
```
51
Properties=species:S:1:pos:R:3:forces:R:3:lowdin_charge:R:1
F 4.0721 1.1939 3.0030 0.107 -0.024 0.200 -0.11
H 1.4061 -6.6217 3.7415 -0.015 0.021 0.026 0.07
C -1.4697 3.4239 -1.9768 0.028 0.094 -0.012 -0.23
C 0.8872 -3.4341 2.4673 -0.012 -0.012 0.078 -0.23
H 1.2642 -2.4521 2.7644 -0.020 0.025 -0.035 0.09
H 1.0765 -1.6636 0.3367 0.013 0.048 -0.031 0.03
H -2.0736 4.5322 -4.5245 0.019 0.003 0.013 0.06
H -0.7943 3.8702 -2.7138 -0.001 0.006 0.005 0.10
H 1.4531 -3.2643 -0.3218 -0.005 -0.013 0.006 0.06
In 1.1515 1.5903 1.2051 -0.037 0.084 0.063 0.26
C 0.6513 -2.6284 0.0624 -0.036 -0.072 -0.008 -0.11
H -2.1374 1.1852 -0.4553 0.020 0.018 0.005 0.06
C -0.0407 -3.2547 1.2682 0.019 0.016 -0.049 -0.27
H -2.3570 2.0413 -3.3904 0.002 0.018 0.001 0.09
C 3.2680 2.3856 1.0851 -0.643 -0.675 0.448 -0.34
C -2.8797 5.1680 -4.1568 -0.098 -0.057 -0.020 -0.12
H 0.6790 -7.5583 2.4329 -0.007 -0.008 0.031 0.06
C -1.8322 2.0128 -2.4279 -0.021 -0.052 0.002 -0.28
C 0.8825 -6.5451 2.7860 0.007 -0.027 -0.113 -0.12
H -0.8677 -2.6084 1.5716 -0.003 0.014 0.002 0.10
H 2.6640 -4.4219 3.1486 0.012 -0.021 0.000 0.11
C -3.5785 4.5469 -2.9508 0.027 0.087 0.010 -0.28
H -3.5818 5.3185 -4.9798 0.019 0.020 -0.009 0.06
H 0.5978 1.2462 -0.4640 0.053 -0.005 0.034 -0.13
H -2.2761 5.3351 -1.4347 -0.009 0.015 -0.001 0.11
H 0.3044 -3.8038 3.3175 0.015 -0.016 0.001 0.10
H 0.0252 2.7385 1.9769 0.069 0.001 -0.080 -0.16
H 3.9785 0.3874 1.1655 0.130 -0.393 -0.024 0.08
H -4.4135 5.1902 -2.6558 -0.017 -0.018 -0.010 0.10
H -0.0577 -2.4652 -0.7510 0.017 0.034 -0.012 0.07
H 5.2549 1.5824 1.4261 0.422 0.009 0.183 0.09
H -2.8672 0.2333 -1.7509 -0.006 -0.008 0.027 0.07
H -0.0775 -6.0600 2.9658 0.001 0.014 0.015 0.06
H -0.8975 3.3549 -1.0492 0.032 -0.049 0.014 0.08
H -2.4515 6.1394 -3.8996 0.035 -0.001 0.005 0.07
H 3.3872 3.3081 1.6378 0.138 0.386 0.033 0.01
H -4.0196 3.5889 -3.2395 0.006 -0.019 0.014 0.09
C -2.6590 4.3573 -1.7449 -0.024 -0.047 0.001 -0.23
H -0.9042 1.4630 -2.5968 0.016 0.005 0.030 0.09
C -2.6685 1.2502 -1.4060 -0.027 -0.008 -0.060 -0.11
H 2.6457 -6.3256 1.5829 -0.009 -0.008 -0.026 0.10
C 4.2114 1.3452 1.6191 -0.297 0.214 -0.279 -0.38
H -0.4887 -4.2141 0.9844 -0.008 -0.009 0.034 0.09
H 3.5381 2.5334 0.0491 -0.025 0.243 -0.455 0.01
H -3.6332 1.7328 -1.2298 -0.001 -0.003 0.007 0.06
C 2.0801 -4.3597 2.2241 -0.006 0.027 -0.022 -0.23
H -3.2516 3.9883 -0.9035 0.013 -0.005 0.007 0.10
H 2.7429 -3.9082 1.4814 -0.005 0.015 0.003 0.10
H 1.1477 0.0551 2.1361 0.072 0.140 -0.121 -0.12
C 1.7196 -5.7732 1.7698 0.044 -0.033 0.081 -0.28
H 1.1897 -5.7359 0.8143 -0.004 0.026 -0.010 0.10
```
Positions in Å, forces in eV/Å.